{
  "formula": "C17H18N2O4S2",
  "method": "wB97M-V/def2-TZVPD",
  "gap_ha": 0.305,
  "smiles": "CCN(c1ccc(OC)cc1)S(=O)(=O)c1ccc2c(c1)NC(=O)CS2",
  "total_charge": 0,
  "homo_ev": -8.25,
  "de_lowest_kcal_mol": 24.6,
  "total_energy_ha": -1865.45367,
  "e_lumo_ev": 0.06,
  "species": ["C", "H", "C", "N", "C", "C", "C", "C", "C", "C", "H", "H", "O", "C", "H", "H", "H", "H", "H", "S", "O", "O", "C", "C", "C", "C", "C", "C", "H", "H", "S", "C", "C", "O", "N", "H", "H", "H", "H", "H", "H", "H", "H"],
  "coordinates": [[-3.202472, -0.879917, 2.592233], [-3.882681, -0.949266, 3.437650], [-3.568984, 0.347980, 1.759104], [-2.757709, 0.570254, 0.579579], [-1.556095, 1.280962, 0.614061], [-1.092824, 1.843101, -0.573160], [0.181166, 2.370969, -0.666874], [1.017846, 2.369052, 0.443233], [0.515619, 1.916217, 1.661822], [-0.751980, 1.379914, 1.749581], [-1.103024, 1.028170, 2.705629], [1.150885, 1.968310, 2.532290], [2.326598, 2.763145, 0.442049], [2.878682, 3.245186, -0.761148], [2.851662, 2.484376, -1.548406], [2.363264, 4.145938, -1.106679], [3.914419, 3.489662, -0.530822], [0.509703, 2.770188, -1.612705], [-1.738545, 1.834770, -1.435681], [-2.921737, -0.498060, -0.720755], [-3.703418, -1.609764, -0.270112], [-3.383143, 0.203807, -1.880162], [-1.203858, -0.957005, -0.999417], [-0.456084, -1.373707, 0.083043], [0.929549, -1.424827, -0.006527], [1.542283, -1.060822, -1.213452], [0.768675, -0.739853, -2.321828], [-0.607665, -0.673784, -2.214303], [-1.225928, -0.367441, -3.041724], [1.263124, -0.508047, -3.251977], [3.296510, -1.005092, -1.318692], [3.628047, -0.579529, 0.417571], [2.977930, -1.559631, 1.367076], [3.539142, -2.028764, 2.327113], [1.674085, -1.845213, 1.090040], [1.187211, -2.389170, 1.791275], [3.246518, 0.427137, 0.607053], [4.707551, -0.594206, 0.554967], [-0.949595, -1.631122, 1.006642], [-4.594251, 0.228986, 1.400884], [-3.516367, 1.256196, 2.365749], [-2.186132, -0.822665, 2.974581], [-3.312260, -1.773907, 1.985029]],
  "forces_ev_per_a": [[-0.05, 0.18, -0.10], [-0.03, -0.04, 0.12], [-0.41, -0.44, 0.30], [-0.12, -0.78, -0.84], [0.59, 0.85, -0.19], [-0.07, 0.21, 0.39], [0.34, 0.10, 0.06], [-0.06, -0.11, 0.03], [0.17, 0.12, -0.11], [-0.17, 0.01, -0.09], [-0.04, -0.12, 0.11], [0.07, 0.01, 0.12], [-0.23, -0.06, 0.29], [0.09, 0.06, -0.18], [-0.01, 0.01, 0.02], [0.00, -0.02, 0.00], [-0.06, 0.00, -0.08], [0.08, 0.02, -0.10], [-0.02, 0.07, -0.11], [0.19, 0.04, 0.12], [0.02, -0.10, 0.24], [0.22, 0.12, -0.11], [-0.40, -0.02, -0.03], [0.15, -0.16, -0.07], [-0.32, 0.17, -0.46], [0.13, 0.08, 0.10], [-0.04, -0.13, 0.21], [-0.15, -0.12, -0.13], [-0.02, 0.12, -0.13], [0.02, 0.09, -0.12], [0.05, -0.12, 0.14], [-0.08, 0.07, -0.30], [0.27, 0.17, -0.12], [0.15, -0.05, 0.22], [-0.41, -0.32, 0.23], [0.19, 0.05, -0.04], [0.04, -0.01, 0.08], [-0.10, -0.05, 0.07], [-0.04, 0.06, 0.24], [-0.01, 0.13, 0.23], [-0.04, -0.02, -0.18], [0.09, -0.01, 0.07], [0.02, -0.07, 0.09]],
  "nbo_charge": [-0.63, 0.22, -0.22, -0.70, 0.20, -0.25, -0.30, 0.36, -0.27, -0.26, 0.22, 0.23, -0.52, -0.26, 0.18, 0.18, 0.20, 0.22, 0.24, 2.32, -0.94, -0.93, -0.33, -0.24, 0.21, -0.21, -0.23, -0.14, 0.24, 0.23, 0.29, -0.64, 0.68, -0.58, -0.63, 0.42, 0.25, 0.26, 0.23, 0.22, 0.21, 0.19, 0.24]
}

=====

{
  "formula": "C17H18N2O6P2SbSe4V",
  "method": "wB97M-V/def2-TZVPD",
  "gap_ha": [0.209, 0.220],
  "total_charge": -2,
  "homo_ev": [-1.57, -1.90],
  "spin_multiplicity": 3,
  "de_lowest_kcal_mol": 0.9,
  "total_energy_ha": -12692.66727,
  "e_lumo_ev": [4.12, 4.08],
  "s_squared": 2.030,
  "species": ["V", "C", "C", "C", "C", "C", "C", "C", "C", "C", "C", "C", "C", "C", "C", "C", "N", "H", "H", "H", "H", "H", "H", "H", "H", "H", "H", "Se", "Sb", "Se", "Se", "Se", "N", "C", "C", "P", "O", "O", "O", "P", "O", "O", "O", "H", "H", "H", "H", "H", "H", "H", "H"],
  "coordinates": [[0.382300, -0.516279, 0.893773], [3.223952, 0.848167, 3.993055], [4.344942, 0.283046, 3.390965], [4.277451, -0.095785, 2.061598], [3.080537, 0.076611, 1.364669], [1.897636, 0.539992, 1.967759], [2.027531, 0.952160, 3.297462], [3.011799, -0.218621, -0.083184], [4.184374, -0.062652, -0.878237], [4.098417, -0.082606, -2.229933], [2.832259, -0.247315, -2.838731], [2.661207, -0.205165, -4.239627], [1.424861, -0.381499, -4.794798], [0.316622, -0.617333, -3.957591], [0.456659, -0.653070, -2.597616], [1.717644, -0.453302, -1.998155], [1.833434, -0.477563, -0.627689], [3.269905, 1.156617, 5.032438], [5.256654, 0.130395, 3.957225], [5.132568, -0.574042, 1.595990], [1.143357, 1.291226, 3.827754], [5.124712, 0.123376, -0.381321], [4.975128, 0.057210, -2.853429], [3.532745, -0.023606, -4.859624], [1.297554, -0.343506, -5.869827], [-0.666155, -0.772815, -4.383682], [-0.392637, -0.860337, -1.968342], [-4.885155, 1.846819, 3.630718], [-2.986956, 0.324535, 4.150256], [-0.853096, -0.882070, 2.839108], [0.915850, -2.313181, 2.062794], [-3.352140, -0.610071, 6.318466], [-4.127764, 0.328227, 0.578635], [-3.169497, 0.160101, -0.555020], [-3.976327, 0.398303, -1.834898], [-1.883641, 1.546949, -0.468967], [-2.524519, 2.530466, 0.641500], [-1.869381, 2.247103, -1.765829], [-0.573065, 0.994487, 0.055837], [-2.584965, -1.659864, -0.541455], [-3.408108, -2.203987, 0.751610], [-3.139505, -2.256063, -1.775559], [-1.128604, -1.805734, -0.209135], [-4.390776, 1.304973, 0.769847], [-3.731146, 0.001674, 1.461369], [-4.966145, -0.233770, 0.438991], [-4.408840, 1.401932, -1.831686], [-4.751803, -0.362166, -1.941873], [-3.319410, 0.330194, -2.695691], [-2.513754, 2.258512, 1.571410], [-2.816715, -2.220662, 1.528657]],
  "forces_ev_per_a": [[-0.65, 2.45, -2.96], [-0.05, 0.04, -0.02], [0.03, 0.00, -0.01], [-0.03, 0.12, 0.10], [0.23, 0.11, -0.27], [0.33, -0.57, -0.19], [-0.15, 0.12, -0.02], [0.33, 0.19, 0.00], [0.01, -0.06, -0.06], [-0.02, 0.01, 0.07], [0.03, -0.01, -0.02], [-0.01, 0.00, -0.02], [0.02, 0.00, 0.02], [0.03, 0.02, 0.03], [-0.11, -0.03, -0.09], [-0.03, -0.31, -0.02], [0.66, 0.48, -0.32], [0.01, 0.00, 0.00], [0.00, 0.01, 0.01], [0.03, 0.05, 0.00], [0.02, 0.02, 0.01], [0.01, 0.02, -0.01], [0.00, 0.01, 0.00], [0.00, -0.02, -0.01], [-0.01, 0.00, 0.00], [0.01, 0.01, -0.02], [0.05, -0.01, 0.08], [0.26, -0.29, -0.24], [-1.10, 0.97, 0.69], [-0.48, -1.52, 1.83], [0.51, -2.71, 1.83], [0.04, -0.04, -0.06], [-0.15, 0.18, 0.37], [0.23, 0.09, -0.48], [-0.10, 0.02, 0.05], [0.64, -0.24, 0.08], [-0.26, 0.04, -0.09], [-0.12, 0.02, 0.00], [-0.65, 0.42, -0.28], [0.01, -0.21, 0.09], [-0.09, 0.02, 0.07], [-0.02, -0.02, -0.01], [0.19, 0.80, -0.24], [-0.01, -0.02, -0.09], [0.09, -0.10, 0.16], [0.00, -0.03, 0.00], [0.00, 0.01, 0.00], [-0.01, 0.00, 0.01], [0.00, -0.01, 0.01], [0.18, -0.02, 0.04], [0.09, 0.03, -0.04]],
  "nbo_charge": [0.75, -0.23, -0.25, -0.20, -0.14, -0.26, -0.16, 0.26, -0.24, -0.16, -0.03, -0.22, -0.22, -0.21, -0.12, 0.14, -0.46, 0.19, 0.19, 0.19, 0.20, 0.21, 0.20, 0.19, 0.20, 0.22, 0.25, -0.94, 0.72, -0.40, -0.25, -0.75, -0.72, -0.63, -0.62, 2.40, -1.02, -1.13, -1.11, 2.39, -1.05, -1.14, -1.12, 0.47, 0.46, 0.43, 0.21, 0.21, 0.26, 0.52, 0.53]
}

=====

{
  "formula": "C17H18N4O2S",
  "method": "wB97M-V/def2-TZVPD",
  "gap_ha": 0.261,
  "smiles": "COc1ccc(/C=C2\\NC(=S)N(CCCn3ccnc3)C2=O)cc1",
  "total_charge": 0,
  "homo_ev": -8.23,
  "de_lowest_kcal_mol": 106.2,
  "total_energy_ha": -1426.19593,
  "e_lumo_ev": -1.12,
  "species": ["O", "S", "N", "O", "C", "C", "C", "C", "C", "C", "C", "C", "C", "C", "C", "C", "C", "N", "N", "N", "C", "C", "C", "C", "H", "H", "H", "H", "H", "H", "H", "H", "H", "H", "H", "H", "H", "H", "H", "H", "H", "H"],
  "coordinates": [[1.545211, 1.630935, 0.729452], [0.421051, -0.950894, -3.263262], [7.288850, -0.826985, 0.695741], [-6.833698, -0.169293, 0.235056], [0.936218, 0.778894, 0.047839], [0.371957, -0.155308, -1.833576], [6.365729, -0.944168, -0.246438], [6.644336, -0.909637, 1.982437], [5.318066, -1.037267, 1.741415], [-1.352552, 1.215834, 0.965793], [-0.398691, 0.577477, 0.101068], [-5.073602, 1.575127, 0.595028], [-4.515695, -0.748200, 0.611935], [-3.685209, 1.931471, 0.864900], [-3.159167, -0.410177, 0.743525], [-5.529397, 0.235568, 0.431316], [-2.731258, 0.870359, 0.864567], [-0.768866, -0.188808, -1.082491], [1.499974, 0.326586, -1.130502], [5.108448, -1.112097, 0.393362], [-7.872682, 0.811858, 0.176225], [2.892477, 0.412853, -1.534170], [3.872926, -1.587640, -0.326063], [3.599866, -0.965741, -1.674078], [6.647714, -0.846903, -1.350104], [7.108161, -0.857119, 3.013553], [4.592115, -1.187220, 2.454218], [-1.071323, 2.110007, 1.505126], [-5.802131, 2.329285, 0.679172], [-4.826793, -1.782336, 0.653891], [-3.325772, 2.904447, 1.031749], [-2.372536, -1.165876, 0.698941], [-1.727828, -0.235104, -1.446482], [-8.600311, 0.411329, -0.460327], [-8.298999, 0.984352, 1.138191], [-7.536539, 1.806720, -0.188194], [3.530338, 1.016061, -0.827216], [3.025316, 0.952585, -2.374568], [3.056443, -1.493596, 0.435534], [4.073028, -2.639567, -0.510189], [4.517537, -0.879421, -2.289214], [3.067291, -1.788395, -2.253159]],
  "forces_ev_per_a": [[-0.59, -1.88, 0.15], [0.24, 0.34, -0.89], [-0.19, 0.06, 1.04], [1.36, 0.55, 0.14], [6.37, 5.48, 0.99], [1.02, -2.55, -1.73], [0.19, 0.06, 2.06], [0.84, 0.36, -1.50], [1.31, -0.42, -1.06], [3.50, -1.56, -2.85], [-8.15, -0.01, 1.65], [1.92, -0.28, 0.69], [-0.49, 0.32, -0.42], [-2.24, -3.71, -0.81], [-1.14, -1.84, -0.51], [1.58, 0.38, 0.92], [-1.37, 2.82, 0.01], [1.47, 1.78, 2.36], [-2.97, -0.95, 0.17], [0.20, 0.58, -2.60], [1.59, 1.05, 0.10], [1.19, -1.89, 2.33], [1.10, -0.29, 1.63], [-0.60, -0.58, -0.57], [-1.05, -0.37, 1.86], [-0.24, 0.02, -1.87], [-1.83, -0.21, 1.10], [0.44, -0.34, 0.34], [-0.63, 1.02, -0.16], [0.08, -0.12, -0.24], [-0.11, 1.27, 0.13], [-0.54, -0.20, 0.36], [1.00, -0.01, -0.01], [-1.06, -0.47, -0.98], [-0.25, -0.06, 0.93], [-0.09, -0.79, -0.11], [-1.31, -0.67, 0.08], [-0.29, 1.62, -3.24], [0.39, -0.05, -0.97], [-0.31, -0.30, 0.23], [-0.26, 0.32, 0.62], [-0.09, 1.52, 0.62]],
  "nbo_charge": [-0.58, -0.17, -0.46, -0.49, 0.58, 0.26, 0.13, -0.12, -0.08, -0.09, 0.02, -0.29, -0.23, -0.14, -0.20, 0.32, -0.14, -0.59, -0.42, -0.36, -0.25, -0.22, -0.20, -0.43, 0.22, 0.22, 0.21, 0.24, 0.21, 0.23, 0.22, 0.23, 0.45, 0.20, 0.18, 0.18, 0.25, 0.22, 0.21, 0.20, 0.23, 0.25]
}